[1]
The following is a DFT calculation (wB97M-V/def2-TZVPD) of 5 unconnected molecules or ions with the total composition C26H30O10 at a distorted geometry.

Computed properties:
Strongest force on any atom: 3.33 eV Å⁻¹
SMILES: Oc1ccc(O)cc1.Oc1ccc(O)cc1.Oc1ccc(O)cc1.Oc1ccc(O)cc1.OCCO
Lowest unoccupied orbital energy: 0.092 eV
HOMO-LUMO gap: 7.8 eV
HOMO energy: -7.73 eV

ORCA input file:
```
! wB97M-V def2-TZVPD RIJCOSX def2/J DEFGRID3
* xyz 0 1
O 11.214 11.112 9.911
C 12.261 10.557 9.249
C 12.955 11.400 8.423
C 13.927 10.774 7.637
C 14.147 9.386 7.634
O 15.115 8.939 6.768
C 13.479 8.515 8.463
C 12.552 9.180 9.336
H 11.440 11.503 10.783
H 12.745 12.466 8.434
H 14.605 11.348 7.026
H 15.458 8.078 7.008
H 13.639 7.443 8.516
H 11.949 8.632 10.076
O 19.217 11.268 20.202
C 18.700 11.645 19.009
C 19.340 11.583 17.800
C 18.710 11.898 16.644
C 17.367 12.224 16.665
O 16.720 12.623 15.462
C 16.592 12.238 17.881
C 17.326 11.950 19.053
H 20.175 11.280 20.131
H 20.395 11.452 17.712
H 19.236 11.864 15.706
H 16.083 13.294 15.736
H 15.569 12.530 17.994
H 16.871 12.014 20.044
O 7.544 9.994 17.862
C 8.342 10.902 17.192
C 9.541 10.385 16.685
C 10.407 11.257 16.012
C 10.101 12.568 15.902
O 11.063 13.377 15.306
C 8.942 13.043 16.468
C 8.042 12.250 17.127
H 6.903 10.525 18.356
H 9.834 9.350 16.861
H 11.402 11.060 15.664
H 10.978 14.185 15.827
H 8.663 14.056 16.239
H 7.070 12.576 17.455
O 11.890 5.381 18.942
C 12.774 6.156 18.276
C 14.032 5.654 17.912
C 14.871 6.322 16.999
C 14.523 7.605 16.503
O 15.371 8.203 15.678
C 13.331 8.129 16.970
C 12.463 7.446 17.835
H 11.154 5.934 19.216
H 14.188 4.605 18.172
H 15.774 5.847 16.630
H 14.942 9.031 15.388
H 13.015 9.073 16.536
H 11.495 7.881 18.082
O 14.848 10.902 14.338
C 14.028 11.891 13.784
C 12.875 11.073 13.191
O 11.981 11.984 12.530
H 15.628 11.287 14.758
H 13.593 12.480 14.575
H 14.549 12.441 12.997
H 12.397 10.488 13.972
H 13.272 10.423 12.428
H 11.571 12.631 13.136
*
```

***

[2]
The following is a DFT calculation (wB97M-V/def2-TZVPD) of C9H12BNO3 in the gas phase at a distorted geometry.

Computed properties:
Strongest force on any atom: 3.76 eV Å⁻¹
SMILES: CC(=O)NCOB(O)c1ccccc1
Energy relative to the best compared isomer or geometry (same formula, charge and spin): 9.2 kcal per mole
Lowest unoccupied orbital energy: 0.511 eV
HOMO-LUMO gap: 9.9 eV
HOMO energy: -9.39 eV

ORCA input file:
```
! wB97M-V def2-TZVPD RIJCOSX def2/J DEFGRID3
* xyz 0 1
C -4.791 0.045 1.820
C -3.908 0.680 0.667
O -4.103 1.741 0.174
N -2.851 -0.155 0.298
C -1.956 0.194 -0.774
O -0.583 -0.083 -0.331
B 0.466 -0.186 -1.128
O 0.203 -0.437 -2.476
C 1.933 -0.225 -0.550
C 3.099 -0.576 -1.312
C 4.336 -0.376 -0.820
C 4.621 0.129 0.429
C 3.496 0.380 1.230
C 2.188 0.202 0.740
H -5.892 0.204 1.581
H -4.619 -1.043 2.100
H -4.564 0.603 2.691
H -2.764 -0.998 0.808
H -2.276 -0.427 -1.685
H -1.907 1.375 -0.887
H 0.869 -0.827 -3.020
H 3.137 -1.019 -2.336
H 5.153 -0.862 -1.486
H 5.685 0.194 0.637
H 3.532 0.883 2.211
H 1.496 0.582 1.419
*
```

***

[3]
The following is a DFT calculation (wB97M-V/def2-TZVPD) of 10 unconnected molecules or ions with the total composition C56H141N9O19 at a distorted geometry.

Computed properties:
Strongest force on any atom: 3.44 eV Å⁻¹
SMILES: COCCNCCOC.COCCNCCOC.COCCNCCOC.COCCNCCOC.COCCNCCOC.COCCNCCOC.COCCNCCOC.COCCNCCOC.COCCNCCOC.CCO
Energy relative to the best compared isomer or geometry (same formula, charge and spin): 37.7 kcal per mole
Lowest unoccupied orbital energy: 0.450 eV
HOMO-LUMO gap: 8.7 eV
HOMO energy: -8.20 eV

ORCA input file:
```
! wB97M-V def2-TZVPD RIJCOSX def2/J DEFGRID3
* xyz 0 1
C -1.545 -0.344 1.561
O -1.704 -0.934 2.849
C -1.286 -2.294 2.879
C -1.447 -2.758 4.299
N -0.597 -2.074 5.255
C 0.779 -2.741 5.363
C 1.778 -1.851 5.954
O 2.346 -0.963 4.991
C 2.937 0.143 5.584
H -1.930 -1.054 0.788
H -0.530 -0.162 1.348
H -2.189 0.595 1.530
H -0.275 -2.289 2.403
H -1.848 -2.958 2.152
H -1.358 -3.867 4.295
H -2.492 -2.487 4.653
H -0.445 -1.142 4.918
H 1.109 -3.063 4.387
H 0.665 -3.647 5.992
H 2.547 -2.481 6.363
H 1.295 -1.272 6.726
H 3.102 0.879 4.859
H 3.940 -0.105 5.971
H 2.257 0.536 6.340
C -5.232 -1.449 -3.995
O -3.997 -1.697 -4.645
C -4.350 -2.090 -6.019
C -3.106 -2.088 -6.886
N -2.515 -0.803 -7.081
C -1.810 -0.150 -5.980
C -1.295 1.218 -6.446
O -2.304 2.163 -6.368
C -1.943 3.358 -6.953
H -4.992 -1.077 -3.004
H -5.881 -2.293 -3.993
H -5.779 -0.699 -4.548
H -5.016 -1.268 -6.402
H -4.759 -3.126 -6.035
H -3.470 -2.406 -7.850
H -2.342 -2.668 -6.397
H -3.126 -0.249 -7.682
H -1.035 -0.824 -5.622
H -2.435 -0.004 -5.091
H -0.929 1.133 -7.523
H -0.498 1.566 -5.780
H -2.104 3.398 -8.037
H -0.876 3.701 -6.685
H -2.577 4.240 -6.536
C -2.705 7.627 5.610
O -3.401 6.626 4.822
C -3.019 5.280 5.027
C -3.460 4.585 3.698
N -2.486 4.822 2.647
C -2.143 3.677 1.860
C -3.137 3.336 0.747
O -3.318 4.522 -0.086
C -4.438 4.565 -0.875
H -2.292 7.198 6.488
H -3.426 8.397 5.710
H -1.893 8.089 5.047
H -3.440 4.780 5.869
H -1.955 5.175 5.218
H -4.523 4.960 3.529
H -3.451 3.491 3.805
H -2.850 5.559 2.093
H -1.892 2.773 2.547
H -1.261 3.901 1.334
H -4.114 2.997 1.028
H -2.653 2.591 0.121
H -4.512 3.801 -1.664
H -4.465 5.575 -1.273
H -5.377 4.258 -0.299
C -8.641 -0.168 -3.570
O -7.654 -0.397 -2.577
C -7.552 0.525 -1.508
C -6.726 -0.276 -0.515
N -6.245 0.462 0.621
C -5.008 -0.010 1.292
C -5.173 -1.233 2.154
O -5.585 -2.358 1.461
C -5.620 -3.520 2.249
H -8.918 -1.146 -3.915
H -8.478 0.507 -4.385
H -9.554 0.186 -3.009
H -8.590 0.832 -1.105
H -6.934 1.398 -1.760
H -5.831 -0.592 -1.030
H -7.309 -1.180 -0.267
H -6.971 0.423 1.326
H -4.567 0.804 1.876
H -4.411 -0.319 0.442
H -5.848 -1.042 2.992
H -4.153 -1.401 2.555
H -4.615 -3.692 2.673
H -5.931 -4.356 1.633
H -6.305 -3.496 3.099
C 4.850 2.847 6.487
O 4.166 3.919 5.899
C 4.691 4.356 4.647
C 4.270 5.792 4.473
N 2.835 6.127 4.391
C 2.119 5.703 3.178
C 0.662 5.362 3.575
O 0.512 4.284 4.437
C 0.977 2.990 4.021
H 4.321 2.530 7.368
H 5.936 3.103 6.635
H 4.909 1.966 5.788
H 4.324 3.733 3.866
H 5.778 4.262 4.669
H 4.796 6.139 3.511
H 4.631 6.424 5.298
H 2.434 5.577 5.164
H 2.602 4.894 2.617
H 2.076 6.553 2.506
H 0.095 5.293 2.618
H 0.262 6.238 4.086
H 0.548 2.204 4.636
H 2.103 2.942 4.147
H 0.726 2.850 2.973
C 4.903 -5.006 3.653
O 5.555 -3.753 3.788
C 5.536 -3.190 5.092
C 6.551 -2.088 5.182
N 6.063 -0.721 4.773
C 5.857 -0.696 3.343
C 5.831 0.727 2.803
O 6.967 1.519 3.291
C 7.817 2.026 2.284
H 5.380 -5.785 4.235
H 5.035 -5.370 2.620
H 3.925 -5.106 4.053
H 5.717 -4.034 5.803
H 4.518 -2.850 5.343
H 7.524 -2.420 4.787
H 6.742 -1.957 6.250
H 6.798 -0.042 4.923
H 4.906 -1.251 3.206
H 6.668 -1.149 2.691
H 4.956 1.124 3.337
H 5.620 0.940 1.756
H 7.446 2.959 1.829
H 8.090 1.258 1.549
H 8.698 2.252 2.882
C 2.057 -6.951 -1.304
O 1.993 -6.326 -2.577
C 0.861 -6.892 -3.244
C 0.323 -5.878 -4.224
N -0.072 -4.723 -3.447
C -0.399 -3.543 -4.239
C -0.329 -2.318 -3.285
O 0.805 -2.418 -2.433
C 0.791 -1.400 -1.407
H 1.256 -6.605 -0.685
H 3.002 -6.646 -0.884
H 2.043 -8.041 -1.308
H 0.034 -7.109 -2.522
H 1.196 -7.815 -3.670
H -0.534 -6.326 -4.767
H 1.023 -5.664 -5.042
H 0.653 -4.446 -2.798
H -1.384 -3.623 -4.594
H 0.298 -3.389 -5.085
H -1.265 -2.171 -2.790
H -0.261 -1.405 -3.900
H 0.731 -0.418 -1.909
H 1.760 -1.588 -0.937
H 0.140 -1.468 -0.573
C 3.397 -4.330 -7.017
O 4.613 -3.569 -6.829
C 4.999 -3.263 -5.515
C 3.918 -2.441 -4.774
N 3.303 -1.455 -5.620
C 4.114 -0.332 -5.985
C 3.919 0.726 -4.983
O 2.707 1.429 -5.200
C 2.328 2.092 -4.055
H 2.490 -3.775 -6.760
H 3.454 -5.212 -6.420
H 3.279 -4.503 -8.115
H 5.894 -2.699 -5.646
H 5.042 -4.177 -4.951
H 4.380 -1.930 -3.910
H 3.073 -3.079 -4.297
H 3.008 -1.866 -6.506
H 3.877 -0.071 -7.034
H 5.209 -0.522 -6.104
H 4.750 1.453 -4.891
H 3.929 0.248 -4.031
H 1.989 1.437 -3.299
H 1.615 2.873 -4.307
H 3.272 2.567 -3.652
C -2.981 0.309 -2.023
O -2.024 1.233 -1.462
C -1.528 2.087 -2.475
C -0.504 3.055 -1.954
N 0.531 2.237 -1.266
C 1.380 3.085 -0.451
C 2.320 2.175 0.390
O 1.527 1.347 1.158
C 2.269 0.454 1.907
H -3.109 -0.436 -1.287
H -2.772 -0.144 -2.997
H -3.924 0.858 -2.132
H -2.362 2.601 -2.938
H -1.066 1.522 -3.264
H -0.955 3.757 -1.263
H -0.072 3.678 -2.824
H 0.018 1.635 -0.641
H 0.835 3.759 0.213
H 2.026 3.774 -1.003
H 2.972 2.848 1.043
H 2.888 1.603 -0.353
H 1.689 -0.301 2.303
H 2.780 0.954 2.717
H 3.047 -0.090 1.282
C -1.832 -4.801 0.152
C -3.133 -4.215 -0.470
O -3.247 -2.835 -0.152
H -1.393 -5.678 -0.331
H -1.990 -4.844 1.244
H -1.072 -4.059 0.021
H -3.982 -4.799 -0.083
H -3.066 -4.308 -1.590
H -4.183 -2.466 -0.042
*
```

***

[4]
The following is a DFT calculation (wB97M-V/def2-TZVPD) of a molecular structure, C4H9I3N at a distorted geometry.

Computed properties:
Strongest force on any atom: 5.49 eV Å⁻¹
Lowest unoccupied orbital energy: -5.095 eV
HOMO-LUMO gap: 7.4 eV
HOMO energy: -12.54 eV

ORCA input file:
```
! wB97M-V def2-TZVPD RIJCOSX def2/J DEFGRID3
* xyz 1 1
C 0.292 1.635 1.163
C -0.443 1.031 -0.106
C 0.663 1.196 -1.164
C -1.402 -0.239 0.378
N 1.130 0.098 -1.727
I -2.967 0.596 1.614
I -2.151 -1.467 -1.231
I 0.275 -4.654 0.681
H 0.856 2.508 0.878
H 1.051 1.037 1.625
H -0.435 2.115 1.868
H -1.248 1.738 -0.258
H -0.743 -0.938 0.956
H 1.175 2.119 -1.179
H 1.854 -0.027 -2.469
H 1.364 -5.914 0.498
H 0.728 -0.833 -1.526
*
```

***

[5]
The following is a DFT calculation (wB97M-V/def2-TZVPD) of a molecular structure, C4H8O2.

Computed properties:
Strongest force on any atom: 0.61 eV Å⁻¹
Energy relative to the best compared isomer or geometry (same formula, charge and spin): 81.9 kcal per mole
Lowest unoccupied orbital energy: 0.715 eV
HOMO-LUMO gap: 10.5 eV
HOMO energy: -9.77 eV

ORCA input file:
```
! wB97M-V def2-TZVPD RIJCOSX def2/J DEFGRID3
* xyz 0 1
C 1.246 1.290 0.726
C 0.531 0.732 -0.478
O -0.759 0.774 -0.529
C -0.468 -1.002 -0.846
O -0.520 -1.327 -1.992
C -1.212 -1.495 0.369
H 1.181 2.383 0.665
H 0.745 0.979 1.646
H 2.302 1.005 0.752
H 1.097 0.768 -1.427
H 0.719 -0.688 -0.379
H -0.910 -0.961 1.269
H -0.999 -2.563 0.473
H -2.283 -1.352 0.203
*
```

***

[6]
The following is a DFT calculation (wB97M-V/def2-TZVPD) of a molecular structure, C9H16N2O at a distorted geometry.

Computed properties:
Strongest force on any atom: 7.25 eV Å⁻¹
Energy relative to the best compared isomer or geometry (same formula, charge and spin): 244.6 kcal per mole
Lowest unoccupied orbital energy: 0.674 eV
HOMO-LUMO gap: 8.9 eV
HOMO energy: -8.27 eV

ORCA input file:
```
! wB97M-V def2-TZVPD RIJCOSX def2/J DEFGRID3
* xyz 0 1
C -0.522 -2.953 2.252
C -0.261 -0.371 1.802
C -0.984 0.321 0.558
C 0.153 0.577 -0.590
C -0.342 0.320 -2.010
C 0.069 2.414 -1.675
C 0.465 3.912 -1.669
C 1.287 -0.463 -0.069
C 0.537 -1.896 0.336
H -1.736 -2.949 1.959
H -0.024 -3.998 1.787
H -0.494 -3.436 3.457
H -0.957 -0.392 2.805
H 0.552 0.385 2.116
H -1.553 -0.660 0.327
H -1.622 1.193 1.017
H -1.355 -0.385 -2.195
H 0.588 -0.494 -2.444
H 0.254 4.295 -2.711
H -0.258 4.330 -1.010
H 1.433 4.085 -1.598
H 2.226 -0.584 -0.927
H 1.938 0.171 0.677
H 1.064 -3.243 -0.363
H -0.660 -1.990 -0.298
N 0.221 -1.855 1.640
N -0.218 1.678 -2.697
O 0.203 1.987 -0.479
*
```

***

[7]
The following is a DFT calculation (wB97M-V/def2-TZVPD) of C3H2N2O3 in the gas phase at a distorted geometry.

Computed properties:
Strongest force on any atom: 5.12 eV Å⁻¹
SMILES: O=c1cnonc1O
Energy relative to the best compared isomer or geometry (same formula, charge and spin): 131.1 kcal per mole
Lowest unoccupied orbital energy: -1.105 eV
HOMO-LUMO gap: 9.2 eV
HOMO energy: -10.26 eV

ORCA input file:
```
! wB97M-V def2-TZVPD RIJCOSX def2/J DEFGRID3
* xyz 0 1
O -1.616 1.442 0.100
C -0.546 0.798 -0.163
C 0.745 1.342 -0.137
N 1.773 0.517 -0.064
O 1.733 -0.787 0.138
N 0.557 -1.505 -0.110
C -0.523 -0.723 -0.216
O -1.688 -1.322 -0.018
H 0.963 2.429 0.150
H -1.398 -2.192 0.320
*
```

***

[8]
The following is a DFT calculation (wB97M-V/def2-TZVPD) of C6H9N in the gas phase at a distorted geometry.

Computed properties:
Strongest force on any atom: 1.26 eV Å⁻¹
SMILES: C#CC[C@]1(C)CN1
Energy relative to the best compared isomer or geometry (same formula, charge and spin): 94.1 kcal per mole
Lowest unoccupied orbital energy: 0.995 eV
HOMO-LUMO gap: 10.2 eV
HOMO energy: -9.16 eV

ORCA input file:
```
! wB97M-V def2-TZVPD RIJCOSX def2/J DEFGRID3
* xyz 0 1
C 0.218 2.342 -2.232
C 0.132 1.296 -1.634
C 0.066 -0.040 -0.997
C -0.021 -0.117 0.551
C -1.013 -1.164 1.106
C 0.860 0.879 1.218
N 1.234 -0.509 1.300
H 0.294 3.281 -2.745
H -0.773 -0.571 -1.463
H 0.979 -0.579 -1.257
H -1.614 -1.525 0.276
H -1.652 -0.857 1.933
H -0.459 -2.061 1.447
H 1.544 1.357 0.520
H 0.628 1.464 2.097
H 0.884 -0.827 2.212
*
```